No. 1
C72H192O24 | the ωB97M-V functional and the def2-TZVPD basis

energy above the lowest of the compared OMol25 structures with the same formula, charge and spin = 3.097 eV
LUMO level = 0.565 eV
HOMO = -9.379 eV

Geometry (Å):
C 4.89 -1.82 -1.69
C 3.65 -2.54 -1.19
C 3.86 -3.34 0.05
O 2.58 -1.53 -1.06
H 4.65 -1.34 -2.61
H 5.69 -2.55 -1.85
H 5.19 -1.09 -0.97
H 3.40 -3.22 -2.06
H 4.88 -3.79 -0.01
H 3.12 -4.07 0.21
H 3.84 -2.64 0.89
H 2.36 -1.37 -0.12
C -0.80 0.44 0.58
C 0.46 1.25 0.93
C 0.09 2.61 1.39
O 1.13 0.36 1.97
H -0.62 -0.53 0.09
H -1.47 0.97 -0.07
H -1.27 0.31 1.57
H 1.08 1.28 0.06
H -0.76 2.57 2.04
H -0.18 3.24 0.57
H 0.90 3.13 1.89
H 1.74 0.86 2.51
C 4.42 3.12 4.64
C 3.80 3.30 3.26
C 4.72 4.07 2.33
O 3.34 2.12 2.64
H 3.78 2.80 5.44
H 4.69 4.17 4.90
H 5.41 2.64 4.54
H 2.90 3.88 3.36
H 4.42 4.06 1.25
H 5.75 3.75 2.40
H 4.78 5.16 2.57
H 4.04 1.60 2.26
C -1.72 -4.45 -4.53
C -1.29 -4.83 -3.13
C -0.26 -3.80 -2.71
O -2.40 -4.83 -2.25
H -0.92 -4.51 -5.28
H -2.10 -3.42 -4.54
H -2.53 -5.17 -4.79
H -0.85 -5.83 -3.07
H 0.05 -3.84 -1.63
H -0.77 -2.83 -2.94
H 0.65 -3.82 -3.35
H -2.78 -3.94 -2.23
C -4.81 0.22 5.41
C -5.31 -1.09 4.75
C -5.91 -0.76 3.37
O -4.11 -1.91 4.66
H -5.52 1.03 5.23
H -3.91 0.53 4.96
H -4.60 0.07 6.49
H -6.01 -1.62 5.43
H -6.80 -0.13 3.44
H -6.04 -1.61 2.77
H -5.12 -0.20 2.86
H -4.32 -2.85 4.73
C 3.42 -2.62 -5.56
C 2.81 -4.02 -5.72
C 3.62 -4.96 -6.60
O 2.81 -4.60 -4.40
H 3.47 -2.08 -6.49
H 4.41 -2.69 -5.04
H 2.91 -2.08 -4.77
H 1.85 -3.93 -6.19
H 3.28 -5.98 -6.54
H 4.72 -4.91 -6.39
H 3.55 -4.62 -7.69
H 2.39 -5.51 -4.47
C 2.68 9.87 0.85
C 1.99 8.59 0.44
C 2.88 7.39 0.35
O 0.86 8.30 1.26
H 1.97 10.71 0.86
H 3.46 10.05 0.10
H 3.17 9.69 1.82
H 1.62 8.64 -0.54
H 3.25 7.13 1.29
H 3.74 7.62 -0.34
H 2.28 6.53 -0.02
H 0.28 7.71 0.79
C -0.77 3.77 6.33
C -0.62 3.71 4.82
C -1.99 4.26 4.29
O 0.52 4.43 4.45
H -0.87 4.84 6.68
H 0.15 3.34 6.84
H -1.56 3.09 6.65
H -0.44 2.68 4.44
H -2.00 5.27 4.66
H -2.90 3.85 4.71
H -2.07 4.37 3.23
H 0.34 5.39 4.56
C -0.12 -3.55 4.08
C 0.34 -3.54 2.64
C -0.83 -3.48 1.66
O 1.31 -2.41 2.33
H 0.71 -3.34 4.77
H -0.53 -4.49 4.35
H -0.95 -2.79 4.19
H 0.86 -4.46 2.44
H -1.48 -4.33 1.73
H -0.45 -3.44 0.62
H -1.45 -2.60 1.90
H 0.80 -1.62 2.39
C -3.42 -1.31 -6.43
C -4.26 -0.43 -5.45
C -5.61 -1.01 -5.14
O -3.65 -0.32 -4.19
H -3.58 -2.39 -6.13
H -2.36 -1.06 -6.43
H -3.86 -1.26 -7.40
H -4.42 0.57 -5.90
H -5.53 -2.12 -4.88
H -6.26 -1.04 -5.97
H -6.12 -0.54 -4.32
H -2.71 -0.06 -4.38
C -3.36 -8.37 0.23
C -2.08 -8.17 -0.48
C -2.23 -8.32 -2.00
O -1.58 -6.88 -0.11
H -4.07 -7.73 -0.20
H -3.30 -8.12 1.24
H -3.68 -9.38 -0.01
H -1.34 -8.86 -0.09
H -2.32 -9.35 -2.27
H -1.31 -7.98 -2.48
H -3.01 -7.72 -2.38
H -2.15 -6.28 -0.62
C -2.15 4.94 -5.71
C -1.09 4.04 -6.16
C 0.03 4.63 -7.03
O -0.33 3.43 -5.04
H -2.97 4.44 -5.19
H -2.67 5.33 -6.60
H -1.80 5.79 -5.11
H -1.54 3.18 -6.71
H 0.37 5.55 -6.48
H -0.33 4.96 -8.03
H 0.83 3.96 -7.26
H -0.19 2.50 -5.22
C -3.37 -6.23 3.34
C -4.20 -5.01 3.12
C -5.33 -5.29 2.13
O -4.80 -4.51 4.30
H -4.01 -7.14 3.37
H -2.80 -6.28 4.31
H -2.74 -6.43 2.48
H -3.63 -4.16 2.77
H -5.89 -6.10 2.59
H -4.95 -5.67 1.13
H -5.93 -4.43 1.88
H -5.30 -5.29 4.65
C -3.68 4.65 -0.90
C -3.14 3.98 -2.15
C -2.49 2.67 -1.65
O -4.21 3.74 -3.04
H -4.51 4.13 -0.49
H -3.98 5.70 -1.18
H -2.87 4.74 -0.11
H -2.39 4.58 -2.72
H -1.96 2.15 -2.46
H -3.15 1.94 -1.18
H -1.71 3.03 -0.97
H -4.83 3.14 -2.64
C 1.30 -7.58 -1.30
C 2.13 -6.61 -2.24
C 3.64 -6.66 -2.08
O 1.90 -7.01 -3.64
H 0.26 -7.57 -1.64
H 1.36 -7.35 -0.22
H 1.67 -8.61 -1.45
H 1.84 -5.59 -2.07
H 4.18 -6.01 -2.79
H 3.92 -7.72 -2.11
H 3.96 -6.38 -1.08
H 1.48 -7.87 -3.69
C -5.81 -3.32 -1.46
C -4.57 -2.41 -1.34
C -3.77 -2.55 -0.04
O -3.73 -2.63 -2.49
H -6.51 -3.17 -0.58
H -5.60 -4.42 -1.45
H -6.32 -3.11 -2.42
H -4.81 -1.35 -1.39
H -3.26 -3.59 -0.06
H -4.50 -2.50 0.80
H -2.90 -1.89 0.13
H -3.65 -1.83 -3.07
C -0.73 8.15 -2.64
C 0.03 6.81 -2.65
C 1.43 7.12 -3.03
O -0.11 6.27 -1.28
H -1.80 7.94 -2.49
H -0.54 8.74 -3.54
H -0.34 8.63 -1.70
H -0.45 6.17 -3.43
H 1.83 7.94 -2.37
H 1.49 7.45 -4.03
H 2.07 6.25 -2.91
H 0.53 5.59 -1.03
C 7.34 -1.39 3.71
C 6.45 -0.17 3.14
C 7.45 0.69 2.41
O 5.41 -0.59 2.21
H 7.21 -2.23 3.02
H 6.96 -1.80 4.69
H 8.34 -1.05 3.70
H 6.10 0.39 4.00
H 8.30 0.97 3.01
H 7.04 1.53 1.91
H 7.80 0.08 1.61
H 4.73 -0.95 2.76
C 3.28 4.00 -4.31
C 2.77 3.41 -2.97
C 3.64 3.93 -1.80
O 1.48 3.93 -2.78
H 4.33 3.82 -4.47
H 3.02 5.06 -4.31
H 2.84 3.52 -5.13
H 2.77 2.32 -2.90
H 3.42 3.34 -0.90
H 3.59 5.04 -1.77
H 4.67 3.63 -2.07
H 0.91 3.82 -3.55
C -6.24 0.51 -0.12
C -6.75 0.57 -1.55
C -8.23 0.37 -1.73
O -6.28 1.83 -2.10
H -6.55 1.26 0.56
H -5.15 0.45 -0.07
H -6.53 -0.53 0.25
H -6.16 -0.13 -2.10
H -8.39 -0.58 -1.31
H -8.55 0.40 -2.76
H -8.70 1.14 -1.09
H -6.70 2.48 -1.44
C 1.29 0.46 -4.73
C -0.05 -0.03 -4.14
C -0.01 0.04 -2.67
O -1.05 0.85 -4.64
H 2.18 -0.13 -4.52
H 1.45 1.48 -4.40
H 1.28 0.57 -5.79
H -0.35 -1.04 -4.58
H -0.90 -0.41 -2.21
H -0.01 1.09 -2.41
H 0.92 -0.41 -2.30
H -1.20 1.66 -4.17
C 2.36 -6.29 5.12
C 3.01 -5.39 4.11
C 4.42 -5.05 4.56
O 2.89 -5.97 2.77
H 2.46 -5.70 6.12
H 2.88 -7.24 5.05
H 1.32 -6.54 4.91
H 2.52 -4.44 4.04
H 4.94 -6.02 4.71
H 4.42 -4.48 5.47
H 5.11 -4.57 3.85
H 3.45 -6.70 2.77
C 3.82 -0.19 5.97
C 2.75 -1.08 5.40
C 1.43 -0.35 5.21
O 3.25 -1.51 4.10
H 4.04 0.70 5.35
H 4.70 -0.76 6.17
H 3.45 0.37 6.91
H 2.63 -1.92 6.07
H 0.60 -0.95 5.10
H 1.47 0.35 4.36
H 1.19 0.19 6.16
H 2.49 -1.96 3.59
C 2.84 7.28 4.40
C 1.90 8.08 5.27
C 1.63 9.43 4.68
O 0.60 7.40 5.32
H 2.78 6.24 4.64
H 3.92 7.64 4.51
H 2.41 7.42 3.37
H 2.15 8.12 6.32
H 1.28 10.08 5.49
H 1.00 9.45 3.82
H 2.59 9.84 4.38
H -0.04 8.08 5.20

No. 2
C72H52AsCsI2N10O2S | the ωB97M-V functional and the def2-TZVPD basis

energy above the lowest of the compared OMol25 structures with the same formula, charge and spin = 0.000 eV
LUMO level = 3.226 eV
HOMO = -1.692 eV
total charge = -2

Geometry (Å):
Cs 0.01 0.45 0.40
C 3.51 -2.77 1.16
C 2.31 -2.18 0.72
N 1.28 -1.98 1.50
C 1.38 -2.22 2.83
C 2.55 -2.79 3.37
C 3.61 -3.10 2.47
C 2.70 -3.00 4.76
C 1.70 -2.56 5.58
C 0.53 -1.96 5.08
C 0.28 -1.77 3.71
N -0.76 -1.13 3.15
C -1.80 -0.68 3.90
C -2.37 -1.32 5.01
C -3.37 -0.73 5.80
C -3.85 0.53 5.54
C -3.39 1.19 4.37
C -3.89 2.45 3.97
C -3.50 3.01 2.79
C -2.61 2.28 1.97
N -2.11 1.12 2.34
C -2.46 0.57 3.52
H 4.33 -2.92 0.46
H 2.21 -1.85 -0.32
H 4.51 -3.55 2.87
H 3.61 -3.44 5.14
H 1.80 -2.65 6.65
H -0.17 -1.58 5.80
H -2.01 -2.30 5.29
H -3.74 -1.27 6.66
H -4.59 1.00 6.17
H -4.59 2.97 4.62
H -3.87 3.96 2.44
H -2.34 2.65 0.98
C 3.18 -0.62 -3.72
C 2.49 0.39 -3.03
N 2.84 0.85 -1.85
C 3.92 0.32 -1.25
C 4.70 -0.70 -1.85
C 4.29 -1.16 -3.12
C 5.86 -1.21 -1.21
C 6.19 -0.69 0.02
C 5.45 0.30 0.65
C 4.28 0.85 0.07
N 3.45 1.72 0.63
C 3.86 2.56 1.62
C 5.08 3.22 1.65
C 5.41 4.13 2.67
C 4.55 4.40 3.70
C 3.29 3.75 3.72
C 2.36 3.96 4.76
C 1.16 3.30 4.74
C 0.89 2.44 3.65
N 1.73 2.24 2.67
C 2.93 2.86 2.69
H 2.84 -0.95 -4.69
H 1.60 0.83 -3.48
H 4.87 -1.93 -3.61
H 6.44 -1.98 -1.69
H 7.06 -1.08 0.54
H 5.75 0.65 1.63
H 5.80 3.04 0.86
H 6.38 4.62 2.63
H 4.81 5.08 4.50
H 2.61 4.64 5.57
H 0.42 3.43 5.52
H -0.06 1.92 3.60
C -5.82 -1.93 -2.88
N -5.05 -0.97 -3.63
C -5.04 -0.85 -5.01
C -4.12 0.08 -5.32
N -3.55 0.52 -4.14
C -4.16 -0.11 -3.07
S -3.96 0.20 -1.45
C -2.50 1.48 -4.08
C -2.49 2.53 -5.00
C -1.41 3.38 -4.97
C -0.42 3.20 -4.01
C -0.58 2.16 -3.10
N -1.57 1.27 -3.17
H -6.76 -2.12 -3.39
H -6.00 -1.51 -1.89
H -5.26 -2.87 -2.77
H -5.68 -1.45 -5.64
H -3.79 0.44 -6.27
H -3.32 2.67 -5.68
H -1.35 4.21 -5.67
H 0.41 3.88 -3.91
H 0.13 2.07 -2.29
I -4.96 5.80 -2.14
C -2.92 6.05 -1.78
C -2.35 7.31 -1.91
C -1.01 7.52 -1.70
I -0.26 9.45 -1.95
C -0.17 6.43 -1.35
C 1.22 6.53 -1.14
C 1.95 5.41 -0.83
C 1.29 4.18 -0.74
N 0.00 4.06 -0.92
C -0.75 5.14 -1.20
C -2.19 4.89 -1.40
O -2.68 3.75 -1.26
H -2.99 8.14 -2.20
H 1.70 7.50 -1.22
H 3.02 5.46 -0.66
H 1.85 3.27 -0.51
O -0.05 -1.39 -1.37
As -0.42 -2.96 -0.98
C -1.51 -3.25 0.58
C -1.15 -4.01 1.69
C -2.04 -4.16 2.73
C -3.28 -3.53 2.68
C -3.63 -2.77 1.58
C -2.75 -2.63 0.52
C -1.58 -3.55 -2.42
C -2.15 -4.82 -2.43
C -2.89 -5.23 -3.53
C -3.05 -4.38 -4.62
C -2.48 -3.11 -4.59
C -1.76 -2.69 -3.49
C 1.05 -4.19 -1.18
C 2.02 -3.82 -2.10
C 3.10 -4.65 -2.34
C 3.20 -5.86 -1.66
C 2.22 -6.23 -0.76
C 1.14 -5.40 -0.51
H -0.15 -4.42 1.78
H -1.75 -4.71 3.61
H -3.96 -3.62 3.52
H -4.58 -2.24 1.55
H -3.03 -2.01 -0.32
H -2.02 -5.49 -1.59
H -3.34 -6.22 -3.55
H -3.61 -4.70 -5.48
H -2.60 -2.45 -5.44
H -1.31 -1.70 -3.44
H 1.95 -2.85 -2.60
H 3.87 -4.34 -3.03
H 4.06 -6.50 -1.83
H 2.30 -7.17 -0.22
H 0.38 -5.70 0.19